Run one
One molecule with the formula C4H5NO3. Source: the OMol25 dataset; level of theory: wB97M-V/def2-TZVPD.

Values from the calculation:
Charge: 0
LUMO level: -0.9926 eV
SMILES: [H]/N=C(/C(C)=O)C(=O)O
HOMO level: -9.573 eV
Gap between HOMO and LUMO: 8.580 eV
M: 115.09 g/mol

Each line ends with the Löwdin charge.
Atoms and positions in Å:
H: 1.3490 -2.2867 -1.1913  0.082
N: 0.6135 -1.5809 -1.3203  0.191
C: 0.4010 -0.9154 -0.2671  -0.197
C: -0.8090 0.2209 0.0556  -0.431
C: -0.6619 1.4645 -0.7709  0.004
O: -1.8711 -0.2819 0.3940  0.034
C: 1.1802 -0.9071 1.0129  -0.219
O: 2.3430 -0.7991 1.1979  0.200
O: 0.1049 0.0504 1.7937  -0.040
H: 0.2541 1.5050 -1.3618  0.086
H: -1.4794 1.5248 -1.4914  0.097
H: -0.6879 2.3564 -0.1416  0.093
H: -0.7365 -0.3510 2.0902  0.101


Run two
C4H5NO3 as an isolated structure. Source: the OMol25 dataset; level of theory: wB97M-V/def2-TZVPD.

Values from the calculation:
Charge: 0
LUMO level: 0.4508 eV
HOMO level: -10.622 eV
Gap between HOMO and LUMO: 11.072 eV
M: 115.09 g/mol

Each line ends with the Löwdin charge.
Atoms and positions in Å:
C: 1.5227 0.0004 1.0101  -0.016
C: 0.0817 0.6910 -0.9600  -0.393
C: -1.1626 -1.3742 -0.2945  -0.234
C: -1.1352 1.4506 -0.3627  -0.081
H: 1.9740 -1.2950 1.0134  0.179
H: 0.3087 0.0805 1.5358  0.139
H: 2.2168 1.1087 1.1600  0.162
H: 0.2999 1.0640 -2.0264  0.182
H: -1.5284 -2.3247 -0.7887  0.155
N: -1.8327 1.8937 0.5128  0.173
O: 1.2437 0.3778 -0.4789  -0.181
O: -0.5177 -0.6567 -1.2506  -0.029
O: -1.4710 -1.0161 0.9297  -0.056


Run three
A 2-piece molecular cluster, C4H5NO3 overall. Source: the OMol25 dataset; level of theory: wB97M-V/def2-TZVPD.

Values from the calculation:
Charge: 0
LUMO level: 0.0724 eV
HOMO level: -10.344 eV
Gap between HOMO and LUMO: 10.417 eV
M: 115.09 g/mol

Each line ends with the Löwdin charge.
Atoms and positions in Å:
C: 0.6848 -1.8696 0.9050  -0.646
C: 0.1911 0.1068 -0.5376  -0.193
C: -0.2761 1.1521 0.3461  -0.110
C: -0.4722 2.3864 -0.1092  0.075
O: 1.4262 -0.9029 0.5872  0.053
O: -0.6972 -1.4775 0.4416  -0.020
N: 0.3694 -0.0075 -1.7287  0.240
O: 0.8448 -2.9858 1.3042  0.112
H: -1.2263 -2.2569 0.2208  0.118
H: 0.7456 -0.8138 -2.2027  0.110
H: -0.4514 0.8666 1.3710  0.115
H: -0.3039 2.6392 -1.1466  0.075
H: -0.8348 3.1629 0.5489  0.070


Run four
A 2-piece molecular cluster, C4H5NO3 overall. Source: the OMol25 dataset; level of theory: wB97M-V/def2-TZVPD.

Values from the calculation:
Charge: 0
LUMO level: 0.5798 eV
SMILES: N#C/C=C\O.O=CO
HOMO level: -9.439 eV
Gap between HOMO and LUMO: 10.018 eV
M: 115.09 g/mol

Each line ends with the Löwdin charge.
Atoms and positions in Å:
N: 1.7418 2.2187 0.6237  0.153
C: 1.2562 1.3864 0.0059  -0.253
C: 0.7438 0.2676 -0.6994  -0.127
C: 1.2449 -0.9763 -0.4559  -0.120
O: 2.0435 -1.1305 0.6607  0.013
H: -0.0712 0.3214 -1.4361  0.106
H: 1.1108 -1.9262 -0.9389  0.129
H: 2.0747 -0.4403 1.3247  0.097
O: -1.2478 -0.8752 0.8764  0.098
C: -1.9997 -0.4187 0.1176  -0.505
O: -2.4006 0.8195 0.0301  0.051
H: -2.3338 -0.8244 -0.8438  0.148
H: -2.1625 1.5781 0.7351  0.210


run four takes first place; second place is 0.409 eV up.


Run one
One molecule with the formula C4H5NO3. Source: the OMol25 dataset; level of theory: wB97M-V/def2-TZVPD.

Values from the calculation:
Charge: 0
LUMO level: 0.5771 eV
SMILES: O=C[C@@H]1CONC1=O
HOMO level: -9.705 eV
Gap between HOMO and LUMO: 10.283 eV
M: 115.09 g/mol

Each line ends with the Löwdin charge.
Atoms and positions in Å:
O: -0.5916 -2.1177 0.6706  0.079
C: 0.4384 -1.5793 0.6697  -0.258
C: 0.2983 -0.1577 0.5797  -0.238
C: -1.2602 0.2435 0.4068  -0.042
O: -1.2192 0.8021 -1.0430  -0.188
N: 0.0121 1.6230 -0.9318  0.036
C: 1.0256 0.4978 -0.5370  -0.351
O: 2.1355 0.2880 -0.9885  0.109
H: 1.4892 -2.0759 0.2105  0.195
H: 0.7829 0.2906 1.4230  0.154
H: -1.4190 1.0707 1.3423  0.178
H: -1.9484 -0.6721 0.2363  0.140
H: 0.2563 1.7869 -2.0386  0.186


Run two
A 2-piece molecular cluster, C4H5NO3 overall. Source: the OMol25 dataset; level of theory: wB97M-V/def2-TZVPD.

Values from the calculation:
Charge: 0
LUMO level: -2.2493 eV
HOMO level: -8.907 eV
Gap between HOMO and LUMO: 6.658 eV
M: 115.09 g/mol

Each line ends with the Löwdin charge.
Atoms and positions in Å:
C: 0.0084 2.0021 -0.2266  -0.150
C: 0.0383 -0.0585 -0.8943  -0.238
C: 0.0716 -2.0207 0.0542  -0.076
C: 0.1006 -0.6708 0.3118  -0.405
H: -0.5135 1.7455 0.8029  0.139
H: 1.1281 2.1725 0.1086  0.133
H: -0.1778 3.0057 -0.7711  0.130
H: -0.2258 -2.8211 1.0100  0.184
H: -0.9359 -0.8832 2.4432  0.337
N: 0.1024 -2.3483 -1.3185  0.055
O: -0.0295 1.1876 -1.2617  0.012
O: 0.0135 -1.1226 -1.8502  -0.021
O: 0.4194 -0.1882 1.5918  -0.098


run one takes first place; second place is 3.833 eV up.


Run one
C3H5BrS as an isolated structure. Source: the OMol25 dataset; level of theory: wB97M-V/def2-TZVPD.

Values from the calculation:
Charge: 0
LUMO level (alpha / beta): -0.7917 / -0.7929 eV
HOMO level (alpha / beta): -8.344 / -8.343 eV
Gap between HOMO and LUMO (alpha / beta): 7.552 / 7.550 eV
M: 153.04 g/mol

Each line ends with the Löwdin charge.
Atoms and positions in Å:
C: -0.0121 -0.8917 0.9824  -0.607
C: -0.5026 0.1141 -0.0202  -0.908
C: 0.4844 0.9564 -0.7422  -0.159
S: -0.2160 -2.2732 -0.3194  0.461
Br: -2.3120 0.5604 0.0611  0.772
H: 1.0979 -0.8558 0.9798  0.051
H: -0.6759 -1.2731 1.8103  0.071
H: 0.4162 2.0312 -0.3168  0.115
H: 0.2108 1.1914 -1.8104  0.095
H: 1.5093 0.4403 -0.6246  0.111


Run two
One molecule with the formula C3H5BrS. Source: the OMol25 dataset; level of theory: wB97M-V/def2-TZVPD.

Values from the calculation:
Charge: 0
LUMO level: 0.3939 eV
HOMO level: -8.762 eV
Gap between HOMO and LUMO: 9.156 eV
M: 153.04 g/mol

Each line ends with the Löwdin charge.
Atoms and positions in Å:
C: -0.4870 0.5973 0.6090  -0.154
C: 0.3330 -1.2912 0.5803  -0.369
C: 0.2902 0.8419 -0.7525  -1.041
S: 1.5283 -0.5240 -0.5856  0.706
Br: -0.8518 0.6472 -2.3300  0.573
H: -1.5873 0.4960 0.4862  0.060
H: 0.0494 1.1343 1.4918  0.104
H: 0.5269 -1.8943 1.4454  0.014
H: -0.4936 -1.8901 0.0135  0.059
H: 0.6918 1.8829 -0.9580  0.048


Run three
One molecule with the formula C3H5BrS. Source: the OMol25 dataset; level of theory: wB97M-V/def2-TZVPD.

Values from the calculation:
Charge: 0
LUMO level (alpha / beta): -0.1759 / -0.1762 eV
SMILES: Br[C@H]1CCS1
HOMO level (alpha / beta): -9.039 / -9.039 eV
Gap between HOMO and LUMO (alpha / beta): 8.863 / 8.862 eV
M: 153.04 g/mol

Each line ends with the Löwdin charge.
Atoms and positions in Å:
Br: 2.6442 -0.4794 0.1163  0.507
C: 0.8768 0.1722 -0.6730  -0.986
C: -0.3223 -0.5798 -0.2156  -0.378
C: -0.9453 0.3813 0.8871  -0.105
S: 0.4449 1.8895 -0.0549  0.653
H: 0.9197 0.1603 -1.7080  0.011
H: -0.2792 -1.6454 0.3026  0.144
H: -0.9648 -0.6804 -1.0731  0.091
H: -1.9451 0.6160 0.6851  0.046
H: -0.4288 0.1657 1.7335  0.019


run three takes first place; second place is 0.197 eV up.


Run one
C3H4I2 as an isolated structure. Source: the OMol25 dataset; level of theory: wB97M-V/def2-TZVPD.

Values from the calculation:
Charge: 0
LUMO level: -0.1244 eV
HOMO level: -8.362 eV
Gap between HOMO and LUMO: 8.238 eV
M: 293.87 g/mol

Each line ends with the Löwdin charge.
Atoms and positions in Å:
C: -0.8292 0.0137 0.2906  -0.402
C: -0.0155 -0.9905 -0.4698  -0.076
C: 0.4810 0.7398 0.1954  -1.326
I: 0.8007 2.1601 -1.3311  0.751
I: 1.8931 0.6675 1.7549  0.751
H: -1.6522 0.4645 -0.2520  0.090
H: -1.1247 -0.2755 1.2960  0.094
H: 0.4621 -1.7915 0.0589  0.060
H: -0.0152 -0.9881 -1.5429  0.058


Run two
C3H4I2 as an isolated structure. Source: the OMol25 dataset; level of theory: wB97M-V/def2-TZVPD.

Values from the calculation:
Charge: 0
LUMO level (alpha / beta): -0.7123 / -1.0810 eV
HOMO level (alpha / beta): -8.466 / -9.170 eV
Gap between HOMO and LUMO (alpha / beta): 7.754 / 8.089 eV
M: 293.87 g/mol

Each line ends with the Löwdin charge.
Atoms and positions in Å:
C: 0.9288 -0.1579 1.1765  -0.035
C: -0.2857 -0.2165 0.5799  -0.415
C: -0.4140 0.0939 -0.8154  -1.312
I: -1.7124 -1.0769 -2.0116  0.701
I: 1.3807 0.6108 -1.8930  0.745
H: 0.9634 -0.4032 2.1749  0.025
H: 1.9403 0.0439 0.7051  0.022
H: -1.2337 -0.6155 1.0176  0.105
H: -1.5673 1.7214 -0.9341  0.163


Run three
A 2-piece molecular cluster, C3H4I2 overall. Source: the OMol25 dataset; level of theory: wB97M-V/def2-TZVPD.

Values from the calculation:
Charge: 0
LUMO level (alpha / beta): -1.2279 / -2.8725 eV
HOMO level (alpha / beta): -9.553 / -8.213 eV
Gap between HOMO and LUMO (alpha / beta): 8.325 / 5.341 eV
M: 293.87 g/mol

Each line ends with the Löwdin charge.
Atoms and positions in Å:
C: -0.2414 0.1920 -1.5518  0.029
C: -0.0097 0.5838 -0.2405  -0.351
C: 0.6815 -0.2655 0.6277  -0.649
I: -1.9355 -1.6826 2.2702  0.043
I: 1.6364 0.5793 2.3609  0.719
H: -0.9154 0.8108 -2.2540  0.094
H: 0.3926 -0.5621 -1.9216  0.042
H: -0.4366 1.5667 0.2242  0.124
H: 0.8280 -1.2224 0.4849  -0.051


run one takes first place; second place is 0.881 eV up.


Run one
One molecule with the formula C4H2N4. Source: the OMol25 dataset; level of theory: wB97M-V/def2-TZVPD.

Values from the calculation:
Charge: 0
LUMO level: -2.1901 eV
SMILES: C1=NC2=CN=NC2=N1
HOMO level: -10.553 eV
Gap between HOMO and LUMO: 8.363 eV
M: 106.09 g/mol

Each line ends with the Löwdin charge.
Atoms and positions in Å:
C: 0.8962 1.4279 -0.8235  -0.156
N: 1.3011 0.0803 -0.6146  0.150
C: 0.3759 -0.5364 -0.1178  -0.198
C: -0.2275 -1.6863 0.6545  -0.013
N: -1.4027 -1.2529 0.9948  0.057
N: -1.7497 0.1439 0.6725  0.164
C: -0.7320 0.4812 -0.0052  -0.341
N: -0.2671 1.7035 -0.4876  0.152
H: 1.6469 2.2188 -0.9416  0.130
H: 0.1589 -2.5800 0.6684  0.053


Run two
C4H2N4 as an isolated structure. Source: the OMol25 dataset; level of theory: wB97M-V/def2-TZVPD.

Values from the calculation:
Charge: 0
LUMO level: -0.4506 eV
HOMO level: -9.577 eV
Gap between HOMO and LUMO: 9.127 eV
M: 106.09 g/mol

Each line ends with the Löwdin charge.
Atoms and positions in Å:
C: -1.0102 -2.3051 -1.1577  -0.121
C: 1.7539 -1.2270 -2.1937  -0.217
C: -0.3380 -1.1078 -0.7885  -0.343
C: 0.9018 -0.8316 -1.2071  -0.024
N: -1.5950 -3.2102 -1.5499  0.190
N: 2.3515 -1.6426 -3.0807  0.178
N: -0.6508 -0.1259 0.0107  -0.010
N: 0.4928 0.7000 -0.2608  0.065
H: -1.4894 0.3307 0.2221  0.135
H: 1.0880 1.0105 0.6421  0.146


run one takes first place; second place is 0.815 eV up.